The following is a DFT calculation (ωB97M-V/def2-TZVPD) of a structure of composition C26H28BF10MnN6O.

Output
multiplicity: 5
energy relative to the best compared isomer or geometry (same formula, charge and spin): 0.0 kJ/mol
DFT total energy: -3585.97360 a.u.
⟨S²⟩: 6.1847

The geometry in XYZ format:
```
73
C26H28BF10MnN6O, DFT ωB97M-V/def2-TZVPD
Mn -0.03803 -0.45638 -0.16946
C 3.82153 1.41161 0.41420
C 3.52706 0.54658 -0.81779
C 4.71562 0.54460 -1.77441
C 3.17104 -0.83465 -0.36240
C 4.03838 -1.88988 -0.06210
C 3.23819 -2.86593 0.49378
N 1.97516 -2.43117 0.50358
N 1.92333 -1.18526 -0.03322
B 0.80248 -2.93699 1.36979
N 0.45606 -1.80445 2.37016
C 0.50907 -1.84769 3.70395
C 0.10106 -0.62729 4.19849
C -0.20160 0.14218 3.07119
N 0.01116 -0.58297 1.96551
C -0.68024 1.56524 3.06918
C -2.07621 1.70585 2.45925
C 0.33646 2.48476 2.39609
N -0.45286 -3.24366 0.53974
C -1.07761 -4.42420 0.44950
C -2.32391 -4.21757 -0.08889
C -2.41233 -2.83328 -0.29543
N -1.26266 -2.25448 0.06878
C -3.65813 -2.11980 -0.74337
C -3.64895 -0.63197 -0.43299
C -3.98238 -2.40873 -2.21227
H 4.00016 2.44536 0.11646
H 4.70813 1.04184 0.93401
H 2.98467 1.39906 1.11404
H 2.66522 0.97262 -1.32825
H 5.61541 0.17727 -1.27620
H 4.92055 1.56043 -2.11396
H 4.52912 -0.07839 -2.64831
H 5.10235 -1.92495 -0.21439
H 3.48173 -3.83248 0.90241
H 1.14731 -3.92000 1.96114
H 0.83627 -2.74330 4.20515
H 0.02635 -0.32283 5.22787
H -0.75281 1.84840 4.12285
H -2.06906 1.45607 1.39977
H -2.42683 2.73433 2.56406
H -2.78876 1.05250 2.96591
H 0.46987 2.20352 1.35348
H 1.30945 2.42435 2.88674
H -0.00163 3.52193 2.42792
H -0.59741 -5.32077 0.80429
H -3.09227 -4.94846 -0.27310
H -4.45704 -2.57510 -0.14791
H -2.94155 -0.09353 -1.05646
H -3.39011 -0.44915 0.61140
H -4.63602 -0.20523 -0.61518
H -3.22850 -1.98434 -2.87207
H -4.94815 -1.97273 -2.47259
H -4.03331 -3.48200 -2.40071
F -1.26997 6.47499 -2.01987
C -1.15026 5.19423 -1.66051
C 0.09264 4.65011 -1.39586
F 1.18806 5.40679 -1.49669
C 0.20367 3.32487 -1.02127
F 1.42906 2.84017 -0.75919
C -0.90083 2.47846 -0.89283
O -0.81414 1.22548 -0.51123
C -2.14170 3.06559 -1.16427
F -3.25304 2.32935 -1.05175
C -2.26841 4.39014 -1.53917
F -3.47886 4.89840 -1.78175
F 0.22931 -2.26002 -2.34352
C -0.04227 -0.93919 -2.19894
F -1.31744 -0.73445 -2.61519
C 0.85632 -0.20113 -3.21280
F 0.85747 1.11767 -2.99131
F 2.11382 -0.64360 -3.14378
F 0.42176 -0.40672 -4.45932
```

=====

The following is a DFT calculation (ωB97M-V/def2-TZVPD) of a cluster of 3 separate species, C27H43FN2O5P2S in total.

Output
energy relative to the best compared isomer or geometry (same formula, charge and spin): 1675.3 kJ/mol
DFT total energy: -2720.29539 a.u.

The geometry in XYZ format:
```
81
C27H43FN2O5P2S, DFT ωB97M-V/def2-TZVPD
C 1.36475 -4.69756 -0.63528
C 2.10718 -3.48424 -0.19083
C 1.89715 -1.95959 -0.77596
C 0.72800 -1.09351 0.02717
C 0.79018 0.42526 0.05816
C 2.01646 1.18743 -0.72281
C 1.74778 2.75957 -1.08730
C 3.07901 3.75917 -1.08716
N 0.56070 3.34488 -1.44381
C -0.41768 1.28078 0.84466
O -0.18543 2.28625 1.69014
C -1.93890 0.67712 0.49053
C -3.24466 1.64508 0.15331
P -3.09569 3.55179 0.21538
S -4.54358 4.30492 1.34583
C -4.68456 0.89397 -0.24591
P -6.29296 1.81192 -0.73065
C -5.94185 3.38719 -1.78293
O -7.29171 0.82451 -1.82088
C -4.75063 -0.77538 -0.24094
F -6.00257 -1.54750 -0.55365
C -3.42456 -1.73073 0.10420
C -3.56305 -3.39179 0.05177
N -3.88188 -3.91492 -1.34711
C -2.61683 -3.73847 -2.17720
C -2.00761 -0.99519 0.46847
C -0.58061 -1.81565 0.78390
O -0.49209 -2.87799 1.58641
H 1.34634 -4.94450 -1.79392
H 0.86008 -5.37954 0.19285
H 2.87683 -3.59677 0.70078
H 2.96558 -1.43466 -0.70542
H 1.64702 -1.99541 -1.94262
H 3.05627 1.01548 -0.16462
H 2.14842 0.62926 -1.76998
H 2.85370 4.83580 -0.68916
H 3.50669 3.75244 -2.20202
H 3.91965 3.20658 -0.44744
H 0.73428 4.35963 -1.61855
H -1.87232 4.05251 0.78548
H -3.18482 4.15984 -1.11963
H -6.05537 4.38546 -1.13844
H -4.84988 3.27470 -2.21217
H -6.66195 3.43664 -2.72945
H -6.66929 0.71934 -2.62512
H -4.51012 -3.66612 0.71507
H -2.64535 -3.94620 0.53114
H -4.10302 -4.93674 -1.27331
H -2.63549 -2.64905 -2.61954
H -1.71252 -3.80225 -1.43759
H -2.59777 -4.55454 -3.02616
C 6.91693 -6.91890 1.42518
C 5.56496 -6.58087 2.02988
O 4.58980 -6.21154 1.05943
C 4.24332 -7.20415 0.09622
C 3.62299 -8.44586 0.71159
H 7.25184 -6.12233 0.75343
H 7.66517 -7.05718 2.21174
H 6.87218 -7.84250 0.84006
H 5.68581 -5.71612 2.69186
H 5.19392 -7.40059 2.65357
H 5.11155 -7.45753 -0.52020
H 3.51030 -6.74214 -0.57397
H 4.35278 -9.00641 1.30252
H 3.24588 -9.11232 -0.07019
H 2.79688 -8.17845 1.37685
C -0.84222 6.33582 2.53199
C 0.29089 6.41562 1.52331
O -0.14408 6.76844 0.21356
C -0.75840 8.04718 0.07030
C 0.16756 9.19933 0.41740
H -1.65178 5.70181 2.15706
H -0.48259 5.92707 3.48133
H -1.26732 7.32391 2.73293
H 0.75325 5.42574 1.43972
H 1.07649 7.09815 1.86328
H -1.68478 8.09299 0.65144
H -1.04719 8.13528 -0.98269
H 0.39540 9.22086 1.48680
H -0.29745 10.15518 0.15722
H 1.11653 9.11026 -0.11932
```

=====

The following is a DFT calculation (ωB97M-V/def2-TZVPD) of a cluster of 14 separate species, C32H39Cl39I2N2O2 in total.

Output
DFT total energy: -20044.95867 a.u.

The geometry in XYZ format:
```
116
C32H39Cl39I2N2O2, DFT ωB97M-V/def2-TZVPD
C -3.44798 5.07567 -1.01293
C -2.64714 3.73276 -0.51954
C -3.78507 2.62524 -0.07790
C -3.86441 1.34647 -1.15346
C -2.44561 0.54347 -0.99316
C -2.46227 -1.01738 -1.48843
C -3.79028 -1.87618 -1.06243
C -3.85461 -2.33617 0.50870
C -2.61187 -1.81806 1.44243
C -1.08776 -2.42871 1.47321
I -0.51962 -4.11729 0.18572
C 0.01956 -1.72705 2.51120
C 1.58913 -2.29471 2.56201
C 2.35181 -1.59012 1.26190
C 2.54790 0.05303 1.46678
N 1.33647 0.80894 0.95984
C -0.36924 -0.47641 3.53891
C -1.89441 0.12425 3.54449
C -2.93123 -0.57427 2.48454
C -4.30520 0.26526 2.79050
O -5.44586 0.39981 2.10877
N -4.11320 1.00247 4.13263
I -5.36518 2.67565 4.32289
C -2.62781 1.29485 4.42676
O -2.15708 2.24550 5.24070
H -4.46726 4.72431 -1.48999
H -2.76475 5.66376 -1.78179
H -3.67889 5.72061 -0.03829
H -1.87116 3.30658 -1.28569
H -2.03917 4.01919 0.46601
H -4.85775 3.08015 0.09699
H -3.37705 2.13305 0.93039
H -3.97434 1.73443 -2.27699
H -4.81956 0.74537 -0.84505
H -1.64904 1.10805 -1.67993
H -1.99350 0.60404 0.11029
H -1.45628 -1.50543 -1.13284
H -2.41944 -1.02698 -2.68041
H -3.75004 -2.88482 -1.70021
H -4.81994 -1.36970 -1.36958
H -4.85864 -1.91427 0.98364
H -3.96083 -3.52165 0.58218
H 1.56500 -3.46834 2.49193
H 2.12190 -1.89457 3.53563
H 1.73491 -1.72805 0.25619
H 3.39996 -2.11686 1.15984
H 2.79950 0.29144 2.59446
H 3.48029 0.35216 0.78994
H 1.20436 1.72224 1.45616
H 1.34669 0.92737 -0.07684
H 0.41178 -0.00032 4.30206
C 3.49530 3.03547 -1.52942
Cl 2.30180 1.96038 -2.27732
Cl 4.26177 2.24431 -0.14157
Cl 4.71531 3.53100 -2.71495
H 2.97778 3.92993 -1.17340
C -5.15183 2.49298 -5.51844
Cl -4.78548 0.78677 -5.21142
Cl -4.18381 3.53667 -4.46337
Cl -4.86723 2.89373 -7.22075
H -6.20833 2.66373 -5.29640
C 3.07590 -6.07438 2.11859
Cl 3.44224 -7.78059 2.42561
Cl 4.04391 -5.03069 3.17367
Cl 3.36049 -5.67362 0.41628
H 2.01940 -5.90362 2.34063
C -0.88206 2.04020 -5.87211
Cl 0.47118 2.25151 -4.74797
Cl -0.57353 2.90630 -7.38678
Cl -1.16703 0.31984 -6.18613
H -1.78048 2.45980 -5.41231
C 2.48559 -1.33770 -7.95965
Cl 2.47093 -2.43005 -9.35470
Cl 1.20833 -0.11894 -8.11048
Cl 2.29937 -2.25081 -6.45267
H 3.45020 -0.82435 -7.93433
C 6.39171 -2.00474 -6.21929
Cl 7.34547 -3.11946 -7.21295
Cl 5.47400 -0.88783 -7.24391
Cl 5.30339 -2.90261 -5.14745
H 7.07845 -1.42026 -5.60170
C -4.79289 5.07340 7.93345
Cl -3.83913 3.95869 6.93979
Cl -5.71060 6.19031 6.90882
Cl -5.88121 4.17553 9.00529
H -4.10615 5.65788 8.55104
C -7.93748 -0.70844 -1.74385
Cl -9.13098 -1.78352 -2.49175
Cl -7.17102 -1.49960 -0.35600
Cl -6.71747 -0.21291 -2.92938
H -8.45500 0.18603 -1.38783
C 7.75271 5.26568 0.01812
Cl 6.23783 4.35096 -0.07146
Cl 8.92104 4.65149 -1.16396
Cl 7.45305 6.99242 -0.24273
H 8.17437 5.13654 1.01821
C 8.24020 0.87417 -2.09555
Cl 6.89866 1.64717 -1.23396
Cl 9.15453 -0.18092 -1.00453
Cl 7.63953 -0.04177 -3.48828
H 8.91095 1.65602 -2.46088
C 7.06833 -6.41654 5.96087
Cl 5.55345 -7.33127 5.87130
Cl 8.23666 -7.03073 4.77880
Cl 6.76867 -4.68981 5.70003
H 7.48999 -6.54569 6.96096
C -7.54646 3.74126 -2.30304
Cl -6.51379 2.49238 -1.58646
Cl -6.64127 5.24930 -2.51738
Cl -8.20901 3.18806 -3.85045
H -8.37868 3.93310 -1.62094
C 5.85144 -8.79592 9.45933
Cl 4.33656 -9.71065 9.36975
Cl 7.01977 -9.41011 8.27725
Cl 5.55177 -7.06919 9.19848
H 6.27310 -8.92507 10.45942
```

=====

The following is a DFT calculation (ωB97M-V/def2-TZVPD) of an isolated molecule of C7H13N2O2PSi.

Output
energy relative to the best compared isomer or geometry (same formula, charge and spin): 0.0 kJ/mol
DFT total energy: -1165.28126 a.u.

The geometry in XYZ format:
```
26
C7H13N2O2PSi, DFT ωB97M-V/def2-TZVPD
C -1.28024 -1.05164 -0.27628
C 1.28633 -1.71979 0.39783
C -2.70278 -0.64965 -0.46220
C -4.79187 -1.52463 -0.90565
C 1.37647 1.91094 -1.21166
C 3.82933 0.14977 0.20136
C 1.52105 1.78812 1.94574
N -0.36666 -0.16757 -0.18003
N 0.87292 -0.47569 0.19896
O -3.13349 0.48450 -0.55226
O -3.41663 -1.73836 -0.64159
Si 1.96845 0.93249 0.27548
P 1.21622 -3.30342 0.53247
H -4.94730 -0.45552 -0.64536
H -5.36845 -2.14880 -0.21223
H -4.92103 -1.61114 -2.01990
H 0.68041 1.21930 -1.74387
H 0.78912 2.70192 -0.74634
H 2.27173 2.16083 -1.78624
H 4.73641 0.71940 0.23374
H 3.91560 -0.44764 1.06810
H 3.73096 -0.55456 -0.60383
H 1.60328 2.93522 2.12299
H 0.34611 1.63230 2.09886
H 1.97963 1.33766 2.89942
H -1.19554 -2.12404 0.01249
```

=====

The following is a DFT calculation (ωB97M-V/def2-TZVPD) of a structure of composition C7H16NO5S2.

Output
energy relative to the best compared isomer or geometry (same formula, charge and spin): 94.4 kJ/mol
net charge: -1
DFT total energy: -1503.69661 a.u.

The geometry in XYZ format:
```
31
C7H16NO5S2, DFT ωB97M-V/def2-TZVPD
C -3.76727 -0.53718 -1.38489
C -2.28788 -0.55658 -1.02989
S -1.22655 -0.06878 -2.41036
O -0.62541 -1.29347 -2.90633
O -2.10524 0.64186 -3.31302
N -0.19648 0.94636 -1.74454
S 1.38389 0.72589 -1.78396
O 1.96007 1.75883 -0.94046
O 1.89757 0.61653 -3.12988
C 1.83698 -0.81070 -0.97010
C 1.92094 -0.70744 0.55183
C 0.57512 -0.51121 1.23868
C 0.70843 -0.31584 2.74465
O 1.63308 0.68926 3.11920
C 1.30460 1.96388 2.59337
H -4.35813 -0.81021 -0.50682
H -3.99368 -1.22641 -2.19823
H -4.06181 0.46024 -1.70443
H -1.97258 -1.54290 -0.69247
H -2.08876 0.15727 -0.23369
H 2.83589 -1.00672 -1.36536
H 1.18733 -1.61437 -1.31137
H 2.36133 -1.64522 0.91255
H 2.59237 0.10882 0.81105
H 0.07236 0.35092 0.79698
H -0.05263 -1.38978 1.06171
H -0.27916 -0.07759 3.17124
H 1.07009 -1.23634 3.21159
H 0.25509 2.21367 2.80353
H 1.94498 2.68952 3.09490
H 1.47546 2.02770 1.51452
```

=====

The following is a DFT calculation (ωB97M-V/def2-TZVPD) of an isolated molecule of C6H9N.

Output
energy relative to the best compared isomer or geometry (same formula, charge and spin): 431.9 kJ/mol
DFT total energy: -288.61753 a.u.

The geometry in XYZ format:
```
16
C6H9N, DFT ωB97M-V/def2-TZVPD
C -1.18967 -0.74548 2.00725
C -0.46672 -0.87867 0.68661
C -0.36255 0.32551 -0.09437
C 0.57753 0.47839 -1.09583
C 0.88220 1.85745 -1.65789
C 1.04686 -0.67281 -1.71443
N 0.08596 -1.97009 0.27452
H -1.37484 -1.72912 2.44564
H -0.61962 -0.13179 2.71461
H -2.15390 -0.24916 1.85189
H -1.05396 1.13980 0.10402
H 1.47073 1.81583 -2.57748
H 1.44749 2.44133 -0.92034
H -0.04015 2.41145 -1.86072
H 1.64570 -1.41214 -1.17706
H 0.10494 -2.68049 1.01358
```

=====

The following is a DFT calculation (ωB97M-V/def2-TZVPD) of an isolated molecule of C3H8N2O.

Output
energy relative to the best compared isomer or geometry (same formula, charge and spin): 682.7 kJ/mol
DFT total energy: -303.63210 a.u.

The geometry in XYZ format:
```
14
C3H8N2O, DFT ωB97M-V/def2-TZVPD
C -1.92951 0.73979 -0.34324
C -0.39701 0.76615 -0.12620
C 0.08815 -0.65818 0.14859
N 2.63712 -0.67515 -0.04859
N 1.42916 -0.55950 0.68346
O 2.37013 -1.89087 0.70576
H -2.21262 0.04308 0.31325
H -2.17018 0.29158 -1.37370
H -2.43494 1.77717 -0.19156
H 0.13344 1.07125 -1.03235
H -0.25918 1.53981 0.73483
H 0.07832 -1.37154 -0.76296
H -0.60385 -0.90247 0.85344
H 3.27095 -0.17111 0.43929
```

=====

The following is a DFT calculation (ωB97M-V/def2-TZVPD) of an isolated molecule of C23H26N2O2S.

Output
energy relative to the best compared isomer or geometry (same formula, charge and spin): 0.0 kJ/mol
DFT total energy: -1550.25616 a.u.

The geometry in XYZ format:
```
54
C23H26N2O2S, DFT ωB97M-V/def2-TZVPD
C -4.94230 2.70734 4.07780
H -5.71451 2.41602 3.37099
H -4.50276 1.83081 4.54631
H -5.35863 3.36403 4.83396
S -3.65188 3.64706 3.21441
C -3.12404 2.34867 2.04214
C -2.03834 2.88044 1.12303
H -1.19894 3.25844 1.70968
H -2.42239 3.71391 0.53394
C -1.54395 1.78817 0.17163
N -0.90517 0.71303 0.90249
C -1.35197 -0.56375 0.89351
O -2.35757 -0.89771 0.29091
C -0.51028 -1.53803 1.64682
C 0.86923 -1.39554 1.77632
C 1.60694 -2.36518 2.43192
C 0.97789 -3.47589 2.97010
C -0.39329 -3.62541 2.84032
C -1.13203 -2.66625 2.17359
H -2.19860 -2.77292 2.04511
H -0.88468 -4.49398 3.25248
H 1.55872 -4.22787 3.48312
H 2.67787 -2.25438 2.51751
H 1.38315 -0.54725 1.34433
H -0.11620 0.97261 1.47342
C -0.49895 2.36281 -0.80121
O 0.05548 3.42050 -0.56138
N -0.19691 1.62580 -1.88813
C -0.71019 0.33101 -2.27061
H -0.92482 0.36751 -3.34468
C 0.33964 -0.74816 -2.00039
C 1.69101 -0.33397 -2.51935
C 1.92940 0.93417 -2.85078
C 0.92214 2.03446 -2.71536
H 0.55765 2.33373 -3.70870
H 1.37616 2.91233 -2.24753
H 2.89678 1.24150 -3.21864
C 2.72177 -1.37924 -2.61393
C 3.66413 -1.36515 -3.64131
C 4.63814 -2.34204 -3.72287
C 4.69225 -3.35354 -2.77850
C 3.75924 -3.38257 -1.75630
C 2.78001 -2.40987 -1.67643
H 2.06690 -2.44778 -0.86626
H 3.79187 -4.16859 -1.01574
H 5.45410 -4.11621 -2.84142
H 5.35664 -2.31690 -4.52917
H 3.61836 -0.59139 -4.39312
H 0.39923 -0.93256 -0.92572
H 0.03103 -1.68347 -2.47204
H -1.63127 0.08651 -1.74527
H -2.39626 1.35402 -0.35892
H -4.00095 2.03887 1.47102
H -2.76245 1.50229 2.62964
```

=====

Asked for max |F| across the records above, the calculation gives 0.16, 8.38, 8.67, 3.07, 0.57, 0.47, 5.76, 0.54 eV/A in order.